No. 1
21
Properties=species:S:1:pos:R:3:forces:R:3:mulliken_charge:R:1 method="wB97M-V/def2-TZVPD" e_above_lowest_kj_mol=100.3 gap_ev=10.9142 smiles=CCCCCOC e_tot_ha=-312.21682 total_charge=0
H -3.379 -0.578 -1.673 -0.02 0.09 0.15 0.31
H 3.237 1.368 -0.936 1.05 -0.10 0.84 0.32
C -0.899 -0.118 -0.486 -0.04 0.03 -0.06 -0.56
H -2.345 -1.379 0.487 -0.02 0.15 -0.04 0.30
H -3.341 1.085 -1.071 -0.02 -0.17 0.06 0.31
H -0.816 0.918 -0.842 -0.12 -0.13 0.00 0.32
C 0.285 -0.393 0.428 0.06 0.16 -0.15 -0.58
C -2.257 -0.330 0.172 0.01 -0.03 0.04 -0.34
C 1.587 -0.124 -0.324 -0.18 0.35 -0.63 -0.47
H 4.370 1.153 0.555 -0.10 0.13 -0.38 0.23
H -0.817 -0.762 -1.375 -0.08 0.13 0.09 0.28
H 0.261 0.258 1.311 -0.03 0.02 -0.21 0.28
H 4.207 -0.108 -0.711 0.00 0.00 0.14 0.26
C -3.408 0.034 -0.763 -0.06 0.01 -0.02 -1.23
H -4.381 -0.116 -0.284 0.13 0.02 -0.09 0.37
H 1.593 0.764 -1.053 -1.03 -1.01 0.80 0.25
H 0.227 -1.423 0.819 0.25 0.25 -0.25 0.29
H -2.312 0.274 1.089 -0.01 -0.09 -0.15 0.32
O 2.604 0.181 0.580 0.23 -0.17 0.33 -0.31
H 1.881 -0.979 -0.956 -0.11 -0.07 0.10 0.29
C 3.682 0.680 -0.151 0.08 0.44 -0.58 -0.64

---

No. 2
10
Properties=species:S:1:pos:R:3:forces:R:3:mulliken_charge:R:1 method="wB97M-V/def2-TZVPD" e_above_lowest_kj_mol=418.5 gap_ev=9.3171 e_tot_ha=-297.48491 total_charge=0
H 1.342 -0.679 -1.632 1.18 0.59 -1.02 0.29
H 1.110 -2.023 -0.525 -1.14 0.60 -1.00 0.32
H -1.334 2.243 1.598 -1.00 1.97 1.05 0.46
C 0.596 -1.209 -1.123 -1.08 0.22 1.36 -0.73
H -0.231 -1.426 -1.842 0.80 -0.45 0.86 0.26
C -0.816 1.579 1.012 1.94 -2.39 -1.29 0.10
N -0.169 0.574 1.796 -1.25 0.69 2.29 -0.53
N -0.785 1.554 -0.244 0.99 -2.84 0.30 -0.35
N 0.082 -0.227 -0.118 -1.05 1.11 -3.58 0.25
N 0.204 -0.385 1.079 0.60 0.51 1.04 -0.07

---

No. 3
33
Properties=species:S:1:pos:R:3:forces:R:3:mulliken_charge:R:1 method="wB97M-V/def2-TZVPD" e_above_lowest_kj_mol=1090.8 gap_ev=6.9629 smiles="Fc1cccc2nsnc12.CC(C)=O.CC(C)=O" e_tot_ha=-1223.95566 total_charge=0
C 3.806 0.092 1.170 -0.04 -0.06 -0.51 -1.13
H 1.841 1.940 -1.483 -0.16 0.10 -0.14 0.13
H 2.172 -2.289 3.129 0.13 0.21 -0.05 0.31
C -3.428 -2.507 -0.040 -1.14 0.39 -0.03 0.27
F -1.903 -4.753 -0.240 -0.09 4.91 0.45 -0.27
H -0.929 4.344 -2.567 0.01 -0.13 -0.19 0.36
H 1.589 3.414 -2.443 -0.07 -0.10 -0.19 0.37
H 3.889 0.151 0.079 -0.02 -0.04 0.23 0.25
H 3.309 0.995 1.532 0.17 -0.03 0.15 0.31
C -2.175 0.117 0.287 1.81 -4.77 -0.53 -0.45
C 2.998 -1.122 1.543 -0.56 -0.97 -0.99 0.88
C 1.158 2.447 -2.173 0.19 -0.25 0.39 -0.98
H 0.286 -0.044 0.318 -2.27 -1.38 -0.26 0.28
C -0.632 -2.287 0.018 -3.58 -0.54 0.01 -0.43
O 2.542 -1.875 0.684 0.54 0.95 0.99 -0.54
H -2.158 3.415 -1.678 0.21 -0.03 -0.13 0.29
N -4.807 -3.121 -0.136 3.62 5.35 0.61 -0.50
H -1.486 2.754 -3.185 0.11 0.17 -0.06 0.32
H 1.033 1.824 -3.062 0.04 0.21 -0.06 0.32
C -1.253 3.337 -2.291 -0.33 -0.05 0.39 -1.18
H 0.429 -2.777 -0.037 -2.33 1.02 0.17 0.37
S -5.875 -1.734 -0.017 3.32 -0.03 0.19 0.22
H -2.329 1.268 0.430 0.51 -2.65 -0.34 0.37
H 3.728 -1.522 3.515 -0.08 0.21 0.06 0.36
C -0.172 2.651 -1.499 -0.24 -0.41 1.37 0.90
N -4.897 -0.289 0.182 3.87 -5.99 -0.78 -0.51
H 2.226 -0.542 3.453 0.21 0.02 0.07 0.31
C -1.960 -3.266 -0.096 1.03 3.43 0.37 0.28
O -0.369 2.271 -0.346 0.40 0.69 -1.40 -0.55
C -3.505 -0.878 0.130 -0.04 0.87 0.38 0.52
H 4.811 0.015 1.594 -0.11 0.16 0.12 0.40
C 2.770 -1.379 3.009 -0.27 -0.43 -0.09 -1.15
C -0.711 -0.649 0.220 -4.84 -0.84 -0.17 -0.15